Entry 1:
The following is a DFT calculation (ωB97M-V with the def2-TZVPD basis set) of 2 unconnected molecules or ions with the total composition C9H18F3NO5 in a non-equilibrium geometry.

Each line ends with the Mulliken charge.
Geometry (Å):
C1 0.26275 -1.94504 0.57021  -0.0176
O1 0.92172 -2.14290 -0.73066  -0.4109
C2 0.97269 -0.90517 -1.52460  0.1093
C3 1.84538 0.31453 -0.80359  0.0365
O2 1.05926 1.55020 -0.94178  -0.4482
C4 0.20379 1.79519 0.24286  -0.0981
C5 -1.20634 2.58726 -0.13158  -0.8396
C6 -2.38595 1.59089 -0.71199  -0.1440
O3 -3.23810 1.06611 0.36739  -0.3704
C7 -4.53603 0.56764 -0.15279  -0.5054
C8 -4.34107 -1.04048 -0.42646  0.8007
F1 -4.14927 -1.31094 -1.89213  -0.2666
F2 -3.16223 -1.46481 0.39930  -0.2297
F3 -5.47659 -1.88721 0.00651  -0.2670
H1 1.03334 -1.52224 1.34552  0.0900
H2 -0.21313 -2.91854 1.02737  0.2695
H3 -0.61854 -1.18093 0.41359  -0.1580
H4 -0.13156 -0.47661 -1.61673  -0.1562
H5 1.36364 -1.04701 -2.62489  0.2773
H6 2.19024 0.06234 0.28574  -0.0772
H7 2.83635 0.40706 -1.45324  0.2851
H8 0.81580 2.56423 0.92066  0.2326
H9 0.03790 0.84553 0.91784  0.1509
H10 -0.92414 3.31009 -1.03880  0.2887
H11 -1.61888 3.20518 0.79513  0.3250
H12 -3.08246 2.28354 -1.39048  0.3212
H13 -1.94603 0.75704 -1.42707  0.1798
H14 -4.87841 1.07056 -1.15226  0.2976
H15 -5.39803 0.70060 0.64635  0.3053
C9 5.37526 -0.86070 1.10978  -0.7013
N1 4.11944 -1.12818 1.86138  0.8490
O4 3.81489 -2.31136 2.05185  -0.4939
O5 3.47491 -0.14278 2.23902  -0.4912
H16 5.83631 -1.81362 0.84151  0.3028
H17 5.10936 -0.29537 0.21426  0.2514
H18 6.03372 -0.28409 1.76276  0.3027

highest occupied orbital energy = -9.2839 eV
max |F| = 0.09737 hartree/bohr
structure (SMILES) = COCCOCCCOCC(F)(F)F.C[N+](=O)[O-]
M = 277.24 g mol⁻¹
lowest unoccupied orbital energy = -0.10 eV
orbital gap = 9.19 eV
energy = -29496.184 eV

***

Entry 2:
The following is a DFT calculation (ωB97M-V with the def2-TZVPD basis set) of a molecular structure, C16H28IO2P2Yb in a non-equilibrium geometry.

Each line ends with the Mulliken charge.
Geometry (Å):
C1 -0.11711 2.61817 -4.06195  -1.0793
C2 -0.66998 1.73195 -3.08268  0.6703
H1 -0.83764 2.86529 -4.85008  0.4162
H2 0.75078 2.12165 -4.53184  0.3210
H3 0.25067 3.54648 -3.58937  0.3171
O1 -1.45617 1.17451 -2.41277  -0.2629
I1 3.54569 2.43862 -1.29398  -0.3622
Yb1 0.88024 1.06208 -1.18368  0.1613
P1 -0.65712 2.26321 0.93331  1.1556
C3 -2.16046 1.86962 1.89618  -1.2844
C4 0.21759 3.25489 2.20043  -1.4077
H4 -0.41212 4.12051 2.44958  0.5125
H5 -1.59072 4.44015 0.64950  0.4716
H6 1.17929 3.59009 1.78906  0.3592
H7 -0.56389 4.03283 -0.75929  0.3244
H8 -1.92118 1.09423 2.63610  0.2487
H9 0.39242 2.65261 3.10129  0.3779
C5 -1.32206 3.64581 -0.06270  -1.2975
H10 -2.50776 2.77577 2.41666  0.4486
H11 -2.21076 3.34064 -0.63171  0.3357
H12 -2.95363 1.49435 1.23613  0.4271
P2 0.65327 -1.75838 -1.78916  1.1087
C6 -0.58872 -3.07776 -1.50298  -1.3062
C7 0.42894 -1.56525 -3.59276  -1.2978
H13 3.03097 -2.16992 -2.03117  0.3770
H14 2.04614 -3.56864 -2.59853  0.5135
H15 2.30332 -3.29284 -0.83792  0.3926
C8 2.15890 -2.80447 -1.81283  -1.4169
H16 1.04893 -0.74883 -3.98921  0.3435
H17 0.75194 -2.50994 -4.05366  0.4572
H18 -0.30295 -3.98242 -2.06482  0.4444
H19 -1.58273 -2.73793 -1.82740  0.4224
H20 -0.62144 -1.36803 -3.84527  0.3460
H21 -0.62655 -3.31243 -0.42993  0.2749
C9 -1.14995 -0.22953 -0.24393  0.2498
O2 -2.16846 -0.73513 0.01917  -0.2308
C10 1.98648 -0.30207 1.45957  -1.6462
C11 1.06530 -1.08562 2.18955  0.7843
C12 0.28150 -0.49995 3.24086  -0.3729
C13 -0.58241 -1.28902 3.99325  -0.6997
C14 -0.74248 -2.64936 3.71741  -0.3250
C15 -0.03353 -3.22699 2.64893  -0.7714
C16 0.83619 -2.45406 1.88326  -0.2278
H22 2.22583 0.72090 1.78369  0.5095
H23 2.71562 -0.78284 0.79371  0.4940
H24 0.38628 0.56172 3.43965  0.7045
H25 -1.14288 -0.82722 4.82167  0.4520
H26 -1.41234 -3.26040 4.32364  0.4390
H27 -0.16280 -4.28405 2.42237  0.4665
H28 1.36156 -2.89301 1.03467  0.6621

expectation value of S² = 0.850
highest occupied orbital energy (alpha / beta) = -13.0503 / -14.1645 eV
max |F| = 0.09638 hartree/bohr
M = 614.29 g mol⁻¹
net charge = +2
lowest unoccupied orbital energy (alpha / beta) = -9.89 / -8.50 eV
orbital gap (alpha / beta) = 3.16 / 5.66 eV
spin multiplicity = 2
energy = -79331.434 eV

***

Entry 3:
The following is a DFT calculation (ωB97M-V with the def2-TZVPD basis set) of 8 unconnected molecules or ions with the total composition C16H32Cl16 in a non-equilibrium geometry.

Each line ends with the Mulliken charge.
Geometry (Å):
Cl1 0.57469 0.42335 -0.44131  -0.1807
C1 -0.92998 -0.47332 0.07772  -0.5120
C2 -0.77751 -2.02847 0.09360  -0.3564
Cl2 -0.42706 -2.41342 -1.60200  -0.1716
H1 -1.75376 -0.15922 -0.56324  0.3327
H2 -1.13035 -0.04770 1.06098  0.3130
H3 -1.73318 -2.50121 0.32015  0.2582
H4 -0.02100 -2.44674 0.75755  0.3157
Cl3 4.85656 -0.87607 7.76811  -0.1949
C3 3.83423 -0.66986 6.29239  -0.3986
C4 3.03411 0.54933 6.52694  -0.4451
Cl4 1.80744 0.81424 5.26648  -0.1972
H5 3.16485 -1.51918 6.15569  0.3089
H6 4.53822 -0.58672 5.46439  0.2940
H7 3.74617 1.37272 6.47136  0.3134
H8 2.45969 0.44090 7.44693  0.3203
Cl5 -2.74340 -8.95172 6.78053  -0.1928
C5 -2.28922 -7.23666 6.53689  -0.3779
C6 -1.99797 -7.02632 5.03566  -0.4657
Cl6 -1.20823 -5.47042 4.78296  -0.1899
H9 -1.35560 -6.89248 6.98186  0.2991
H10 -3.12583 -6.67965 6.95868  0.2923
H11 -2.90116 -7.09158 4.42895  0.3231
H12 -1.30610 -7.74999 4.60473  0.3119
Cl7 1.08526 -1.52979 -7.27068  -0.2077
C7 -0.56947 -0.95534 -6.99312  -0.4261
C8 -1.31445 -0.79979 -8.34575  -0.4190
Cl8 -3.05100 -0.35942 -7.96877  -0.2079
H13 -0.45189 -0.02366 -6.43973  0.2663
H14 -1.06319 -1.58063 -6.24925  0.3464
H15 -1.30224 -1.72488 -8.92208  0.3259
H16 -0.86077 -0.06261 -9.00821  0.3216
Cl9 5.78802 -2.39079 -1.34456  -0.2083
C9 5.97833 -1.20129 -2.69050  -0.4162
C10 6.29412 0.22009 -2.17239  -0.4497
Cl10 6.15956 1.47169 -3.43078  -0.2002
H17 5.03054 -1.16226 -3.22741  0.2915
H18 6.60945 -1.66787 -3.44688  0.3391
H19 7.23043 0.28855 -1.61855  0.3415
H20 5.63767 0.41877 -1.32522  0.3027
Cl11 -9.20690 1.10781 1.32308  -0.1758
C11 -8.18938 -0.32672 1.05089  -0.4159
C12 -6.92607 -0.29384 1.91823  -0.3978
Cl12 -6.07061 1.32400 2.00063  -0.1819
H21 -8.10711 -0.40194 -0.03339  0.2925
H22 -8.74372 -1.21363 1.35784  0.2733
H23 -6.36086 -1.15024 1.55050  0.3057
H24 -7.14720 -0.59779 2.94137  0.3003
Cl13 6.26670 6.37007 0.62787  -0.1755
C13 4.88932 6.23783 1.68408  -0.3747
C14 4.38134 4.76719 1.58688  -0.4808
Cl14 5.40671 3.63133 2.56725  -0.1972
H25 4.13435 6.86468 1.20953  0.2672
H26 5.10478 6.42710 2.73568  0.3232
H27 4.31281 4.26025 0.62437  0.3613
H28 3.39912 4.82383 2.05607  0.2770
Cl15 -3.67410 3.07675 -4.14216  -0.1645
C15 -2.60244 4.39091 -4.54132  -0.3709
C16 -2.80036 4.80730 -5.92514  -0.4432
Cl16 -4.48831 5.30969 -6.15699  -0.1842
H29 -1.55628 4.11664 -4.40563  0.2743
H30 -2.74891 5.25892 -3.89851  0.3114
H31 -2.65682 3.92469 -6.54843  0.2502
H32 -2.13181 5.56449 -6.33478  0.3265

highest occupied orbital energy = -10.6275 eV
max |F| = 0.04849 hartree/bohr
structure (SMILES) = ClCCCl.ClCCCl.ClCCCl.ClCCCl.ClCCCl.ClCCCl.ClCCCl.ClCCCl
M = 791.68 g mol⁻¹
lowest unoccupied orbital energy = 0.08 eV
orbital gap = 10.71 eV
energy = -217469.752 eV